{"formula": "C12H21N", "method": "ωB97M-V/def2-TZVPD", "total_charge": 0, "orbital_gap_ev": 9.3071, "largest_force_ev_per_a": 9.1, "elements": ["C", "C", "C", "C", "C", "C", "C", "C", "C", "C", "C", "C", "H", "H", "H", "H", "H", "H", "H", "H", "H", "H", "H", "H", "H", "H", "H", "H", "H", "H", "H", "H", "H", "N"], "xyz": [[1.04635, 1.32730, 0.99938], [0.71051, -0.75773, 1.67148], [-0.03880, -0.79461, 0.36726], [-1.52885, -1.36946, 0.61654], [-2.69091, -0.80700, -0.33132], [-2.72440, 0.82785, -0.33483], [-1.26320, 1.56217, 0.14765], [-0.06200, 0.68883, 0.00172], [0.90211, 0.97066, -1.26668], [2.15985, 0.39326, -1.27097], [1.98161, -1.14974, -0.98983], [0.55206, -1.66906, -0.79318], [1.30547, 2.46869, 0.40762], [0.58267, 1.85075, 1.88471], [2.00704, 0.16394, 2.56275], [0.94009, -1.93492, 1.83191], [0.07894, -0.57240, 2.49767], [-1.42284, -0.73042, 1.69461], [-1.90231, -2.46483, 0.82241], [-3.65347, -1.51477, -0.26412], [-2.45996, -0.94010, -1.49418], [-2.96065, 1.45629, -1.58552], [-3.86279, 1.10773, -0.01004], [-1.04044, 2.61643, -0.32419], [-1.07763, 1.94808, 1.25596], [0.32815, 1.05740, -2.37083], [1.29591, 2.11658, -1.30244], [2.80130, 0.73786, -0.43367], [2.62930, 0.29760, -2.16043], [2.47962, -0.98249, 0.14663], [2.68219, -1.78833, -1.56196], [-0.30217, -1.64464, -1.59999], [0.67073, -2.71476, -0.40808], [1.83649, 0.24385, 1.59396]], "forces_ev_per_angstrom": [[-1.9, 4.3, 1.8], [1.7, -4.5, -1.3], [-2.3, -1.8, -1.7], [-1.0, 2.5, 2.7], [1.2, 0.2, -2.7], [-2.3, 2.0, -2.3], [-1.7, 1.9, 1.4], [4.6, 1.7, -1.0], [-5.3, 6.2, -4.0], [1.9, -4.9, 2.3], [2.2, 0.4, 3.2], [-0.2, 0.3, 0.9], [0.9, -3.8, 1.8], [-0.4, -0.7, -0.6], [1.0, 1.9, 1.3], [0.7, 2.6, 0.0], [-0.9, 0.8, 0.9], [-2.6, -2.0, -2.3], [2.0, 1.8, -0.3], [1.7, 2.4, 0.5], [0.1, -0.5, 2.4], [1.1, -2.6, 3.3], [3.3, 0.0, 0.5], [-0.9, -2.2, 0.0], [-2.0, -1.2, -1.7], [1.2, -1.2, 2.7], [-2.0, -1.8, 0.4], [-0.2, 0.3, -1.0], [1.6, 1.2, -3.0], [-1.4, -2.1, -2.8], [-0.6, 0.3, 0.1], [2.2, 0.0, 0.9], [-0.5, 0.7, -0.4], [-1.2, -2.3, -1.9]]}

{"formula": "CH2Cl2FPS", "method": "ωB97M-V/def2-TZVPD", "total_charge": 0, "orbital_gap_ev": [7.7368, 6.9909], "largest_force_ev_per_a": 6.4, "elements": ["C", "F", "P", "S", "Cl", "Cl", "H", "H"], "xyz": [[-0.01584, -0.34343, -0.10588], [0.08001, -1.58947, -0.49822], [-2.77371, -0.16657, 0.09902], [-3.82108, -1.69710, -0.47877], [-2.90777, 1.34974, -1.09760], [-3.47965, 0.50060, 1.99799], [0.27685, -0.21847, 1.06909], [0.36887, 0.30279, -0.78322]], "forces_ev_per_angstrom": [[-1.7, -1.6, 5.9], [0.0, -0.7, -0.3], [0.8, -2.2, 1.4], [0.7, 0.6, 0.3], [-0.3, 1.8, -1.0], [0.7, -0.1, -1.1], [-0.8, -0.2, -3.1], [0.7, 2.3, -2.1]]}

Energy above the lowest of the compared OMol25 structures with the same formula, charge and spin / kcal/mol: 190.7 62.8